[1]
The following is a quantum chemistry calculation of C4H6N2O in the gas phase in a non-equilibrium geometry, from the Open Molecules 2025 dataset.

Kohn-Sham gap ... 0.417 hartree
SMILES ... [H]/N=C/OCCC#N
E_HOMO ... -10.65 eV

```
! RIJCOSX wB97M-V def2-TZVPD def2/J DEFGRID3
* xyz 0 1
H 2.5532 -1.1923 -1.1109
N 2.2305 -0.5338 -0.4027
C 1.2390 -1.0308 0.1909
O 0.6009 -0.3948 1.2132
C -0.1331 0.7715 0.8820
C -1.4283 0.3993 0.1244
C -1.3347 0.5786 -1.3275
N -1.2643 0.7489 -2.4693
H 0.7955 -2.0111 -0.0118
H 0.4797 1.4730 0.3064
H -0.3916 1.2283 1.8390
H -1.6614 -0.6492 0.3410
H -2.2753 0.9915 0.4840
*
```

These are the natural (NBO) partial charges, in e, on atoms 1 to 2:
1 H 0.35
2 N -0.64


[2]
The following is a quantum chemistry calculation of a molecular structure, C4H6N2O in a non-equilibrium geometry, from the Open Molecules 2025 dataset.

Kohn-Sham gap ... 0.369 hartree
E_HOMO ... -9.44 eV

```
! RIJCOSX wB97M-V def2-TZVPD def2/J DEFGRID3
* xyz 0 1
N 1.0778 0.2643 2.0687
C -0.0336 0.9704 1.9295
O -0.6966 1.1373 0.7777
C -0.1154 0.7239 -0.4614
C -0.5798 -0.6918 -0.8139
C -0.1291 -1.0864 -2.1513
N 0.2345 -1.3742 -3.2107
H 1.4324 -0.3747 1.3392
H 0.2404 0.3108 2.9881
H 0.9775 0.7943 -0.4314
H -0.4804 1.4359 -1.2047
H -0.2055 -1.4166 -0.0833
H -1.6733 -0.7297 -0.7801
*
```

These are the natural (NBO) partial charges, in e, on atoms 1 to 2:
1 N -0.82
2 C 0.26